A molecular structure, C27H17Br2IN4O9ReS2. Source: the Open Molecules 2025 dataset; level of theory: ωB97M-V/def2-TZVPD.

Geometry as XYZ:
```
63
Properties=species:S:1:pos:R:3:lowdin_spin:R:1
Re 0.79859 -0.15578 -1.28438 2.43
O 2.43626 2.34319 0.02067 0.00
S 3.42522 1.33882 -0.27024 0.01
O 4.43384 1.14505 0.71879 0.00
O 2.75055 0.00561 -0.62869 0.05
C 4.22513 1.86919 -1.77739 0.00
C 5.43189 2.52501 -1.59731 0.00
C 6.12146 3.03472 -2.68833 0.00
C 5.61979 2.88448 -3.96632 0.00
C 4.41663 2.22647 -4.16722 0.00
C 3.71489 1.72372 -3.08057 0.00
S 2.15277 0.99550 -3.47019 0.01
O 1.83028 1.32480 -4.81083 0.01
O 1.15829 1.52253 -2.44087 0.05
O 2.20870 -0.45451 -3.14131 0.03
H 5.81940 2.62209 -0.59312 0.00
H 7.05798 3.55400 -2.53262 0.00
H 6.15693 3.28876 -4.81365 0.00
H 4.00403 2.09968 -5.15730 0.00
Br -5.90417 2.19582 0.67471 0.00
C -4.69263 1.82579 2.07616 0.00
C -4.43919 2.79334 3.03128 0.00
C -3.53482 2.51885 4.04776 0.00
C -2.86073 1.31027 4.08255 0.00
C -3.16257 0.32762 3.14319 0.00
C -4.07785 0.58277 2.13645 0.00
N -1.94633 1.12863 5.19279 0.01
N -0.92398 0.43532 5.09307 0.00
C -0.40782 0.03310 3.81213 0.02
C 0.05350 -1.25049 3.72875 -0.01
C 0.41964 -1.85256 2.50424 0.03
C 0.38299 -1.11264 1.35874 -0.01
O 0.67643 -1.55735 0.13642 0.10
C -0.00051 0.23769 1.46080 0.01
N -0.01534 0.89323 0.26342 -0.02
C -0.34530 2.17182 0.21104 0.04
C -0.61168 2.88766 1.38106 -0.01
C -0.58359 2.25101 2.59259 0.04
C -0.35198 0.85832 2.65640 0.00
H -4.94841 3.74587 2.98737 0.00
H -3.31775 3.25915 4.80844 0.00
H -2.69025 -0.64394 3.19620 0.00
H -4.30211 -0.17656 1.39999 0.00
H 0.05965 -1.83204 4.64295 0.00
H 0.71500 -2.89229 2.45739 0.00
H -0.37113 2.63529 -0.76616 0.00
H -0.79750 3.94924 1.31184 0.00
H -0.72273 2.82065 3.50101 0.00
Br -1.59295 -4.35589 -5.06213 0.00
C -1.63514 -4.73861 -3.21020 0.00
C -2.57959 -5.65235 -2.75882 0.00
C -2.64519 -5.97732 -1.41353 0.00
C -1.76360 -5.40071 -0.51173 0.00
C -0.82051 -4.48917 -0.95666 0.00
C -0.75766 -4.15903 -2.30389 0.01
I 0.67518 -2.79561 -2.88450 0.07
H -3.25476 -6.10519 -3.47168 0.00
H -3.39099 -6.68333 -1.07318 0.00
H -1.80459 -5.66077 0.53776 0.00
H -0.13017 -4.02509 -0.26418 0.00
O -2.10654 -0.83927 -0.41338 0.03
N -2.20716 -0.44112 -1.52696 0.01
O -1.04783 -0.11344 -2.12861 0.05
```

As for the total charge: 0. The calculation puts the total energy at -8255.5827 Eh. The spin multiplicity is 4. The expectation value of S² is 3.78. For the relative energy (zero: lowest compared OMol25 entry of this formula, charge and spin), the calculation gives 0.000 eV.

---

A molecular structure, C34H38HfN6O6P2 at a distorted geometry. Source: the Open Molecules 2025 dataset; level of theory: ωB97M-V/def2-TZVPD.

Geometry as XYZ:
```
87
Properties=species:S:1:pos:R:3:lowdin_charge:R:1
Hf 0.34826 -0.91292 -1.40065 1.82
C -1.68782 1.28364 -1.20019 0.00
C -1.58797 0.19023 -2.07113 -0.22
C -1.06145 0.40829 -3.48344 -0.27
C 0.41306 0.10856 -3.71194 -0.31
C 1.49852 0.71748 -2.78763 -0.18
C 1.31560 1.94329 -2.16530 0.00
C 0.14591 2.82761 -2.34490 -0.13
C -1.19076 2.62805 -1.52357 -0.11
C 0.88169 -2.83384 -2.04446 -0.23
H -2.09692 1.10576 -0.20341 0.14
H -2.27078 -0.67718 -1.99268 0.15
H -1.30045 1.39224 -3.90668 0.09
H -1.62777 -0.29259 -4.12684 0.03
H 0.54666 -0.99925 -3.74502 0.05
H 0.62777 0.44350 -4.74700 0.07
H 2.51174 0.31883 -2.99664 0.14
H 2.07794 2.26639 -1.43661 0.15
H -0.11454 2.90448 -3.41542 0.13
H 0.50050 3.84088 -2.05934 0.15
H -1.07802 3.17547 -0.57372 0.14
H -1.93398 3.18646 -2.12410 0.16
H 1.55021 -3.22946 -1.25296 0.05
H 1.42263 -2.86735 -2.98701 0.02
H 0.00135 -3.47874 -2.09436 0.05
P 1.53164 -0.82556 -6.44954 1.11
P -2.18964 0.02371 -6.41163 1.10
N 2.86077 0.22480 -6.87451 -0.28
N 2.15450 -2.17310 -7.51894 -0.24
N -2.28754 1.59774 -7.15567 -0.28
N -3.69762 -0.58934 -7.13816 -0.27
C 0.35606 -0.13430 -7.69092 -0.40
C -1.04986 -0.76460 -7.63296 -0.37
C 4.02017 0.27909 -6.08102 -0.16
C 4.99790 0.99800 -6.76400 -0.07
C 4.44152 1.37235 -8.02914 -0.06
C 3.14700 0.87493 -8.07975 -0.14
C 2.32755 -3.47792 -7.05881 -0.17
C 2.73932 -4.27544 -8.11713 -0.08
C 2.83894 -3.43748 -9.27173 -0.06
C 2.48126 -2.14940 -8.87782 -0.13
C -2.52924 2.78344 -6.43286 -0.15
C -2.38708 3.86383 -7.28592 -0.08
C -2.08617 3.34251 -8.58696 -0.06
C -2.04347 1.95545 -8.49116 -0.14
C -4.50896 -0.12102 -8.18214 -0.13
C -5.33706 -1.14368 -8.60275 -0.08
C -5.05101 -2.29347 -7.80170 -0.08
C -4.04503 -1.93401 -6.91576 -0.17
H 0.76612 -0.31581 -8.70259 0.07
H 0.31459 0.96364 -7.56099 0.08
H -1.51220 -0.71240 -8.63436 0.09
H -1.00303 -1.83816 -7.36440 0.08
H 4.03007 -0.19877 -5.11692 0.08
H 5.99582 1.21326 -6.40615 0.10
H 4.93732 1.92556 -8.81947 0.11
H 2.40820 0.94492 -8.86769 0.10
H 2.13472 -3.70626 -6.02255 0.08
H 2.93368 -5.33485 -8.07895 0.10
H 3.12058 -3.73158 -10.26602 0.10
H 2.43237 -1.24035 -9.45265 0.09
H -2.81660 2.71696 -5.39056 0.09
H -2.46462 4.90717 -7.00600 0.10
H -1.89192 3.91593 -9.48036 0.11
H -1.87625 1.20816 -9.25501 0.11
H -4.44460 0.90233 -8.53279 0.10
H -6.07139 -1.09096 -9.40401 0.11
H -5.51260 -3.26753 -7.86861 0.10
H -3.54052 -2.50256 -6.15518 0.09
O -0.68427 -1.48436 0.47871 -0.07
C 0.13436 -0.79616 1.21163 -0.46
O 1.18314 -0.35100 0.58864 -0.07
C -0.14185 -0.54570 2.69194 -0.10
C -0.60047 0.72075 3.04830 0.07
C -0.81305 1.06865 4.40523 -0.09
C -0.60743 0.12026 5.41724 0.13
C -0.19676 -1.17320 5.06613 -0.09
C 0.04453 -1.51268 3.69751 0.11
N -0.06137 -2.15407 6.10982 -0.31
O -0.26666 -1.82099 7.29706 0.11
O 0.25480 -3.32067 5.78984 0.09
N -1.18668 2.42149 4.74015 -0.30
O -1.41446 3.22464 3.80031 0.06
O -1.26820 2.74437 5.94045 0.12
H -0.76235 1.45206 2.27647 0.12
H -0.78114 0.38299 6.46089 0.15
H 0.38253 -2.51492 3.45521 0.14
```

As for the total charge: +2. The calculation puts the total energy at -2828.2219 Eh. For the relative energy (zero: lowest compared OMol25 entry of this formula, charge and spin), the calculation gives 0.000 eV.